[1]
3 unconnected molecules or ions with the total composition C11H29O2PS. Source: the Open Molecules 2025 dataset; level of theory: ωB97M-V with the def2-TZVPD basis set.

SMILES: CCOCC.CCOCC.CCSCP
LUMO (eV): 0.827
E_HOMO (eV): -8.4
Total charge: 0

Positions of all 44 atoms, in Å:
C 3.374946 -1.227518 1.077207
C 3.903220 -1.305881 -0.348122
S 5.672992 -1.665015 -0.491584
C 5.777598 -3.263022 0.331949
P 7.512474 -3.887560 0.485897
H 4.078046 -0.704437 1.726703
H 3.194869 -2.217905 1.496103
H 2.423414 -0.694901 1.087586
H 3.792079 -0.341618 -0.846005
H 3.332063 -2.024337 -0.937279
H 5.350019 -3.207979 1.332951
H 5.221760 -4.019575 -0.227819
H 7.829122 -3.830541 -0.892371
H 8.129335 -2.643393 0.758937
C -0.287674 1.685427 -0.005904
C 0.933367 1.250345 -0.794187
O 0.978814 -0.143338 -1.055595
C -0.117342 -0.673989 -1.782944
C -0.292089 -0.069605 -3.164936
H -0.360847 1.132857 0.931714
H -0.218411 2.749964 0.225703
H -1.214925 1.525612 -0.556310
H 1.841699 1.452921 -0.223961
H 1.007520 1.819438 -1.728063
H -1.044316 -0.577496 -1.206744
H 0.101137 -1.738912 -1.868547
H -0.556233 0.987511 -3.119462
H -1.097451 -0.586156 -3.689193
H 0.622756 -0.172469 -3.749946
C -4.184109 2.958140 2.208256
C -3.944138 2.516442 0.775236
O -3.562446 1.157617 0.645293
C -4.494990 0.200488 1.118846
C -5.838739 0.242089 0.412504
H -3.305152 2.761513 2.823355
H -4.388614 4.029506 2.230587
H -5.039289 2.451850 2.657241
H -3.110380 3.076544 0.350445
H -4.824244 2.731315 0.158606
H -4.632226 0.299134 2.201524
H -4.012929 -0.761445 0.943455
H -6.373813 1.173473 0.600878
H -6.465655 -0.574773 0.772818
H -5.711219 0.129681 -0.664823

Force components x, y, z for each atom (eV/Å):
0.0 0.0 0.0
0.0 0.0 0.0
0.0 0.0 0.0
0.0 0.0 -0.1
0.0 0.0 -0.1
0.0 0.0 0.0
0.1 0.0 0.0
0.0 0.0 0.0
0.0 0.0 0.0
0.0 0.0 0.0
0.0 0.0 0.0
0.0 0.0 0.0
0.0 0.0 0.0
0.0 0.0 0.0
0.0 0.0 0.0
0.0 0.0 0.0
0.0 0.0 0.0
0.0 0.0 0.0
0.0 0.0 0.0
0.0 0.0 0.0
0.0 0.0 0.0
0.0 0.0 0.0
0.0 0.0 0.0
0.0 0.0 0.0
0.0 0.0 0.0
0.0 0.0 0.0
0.0 0.0 0.0
0.0 0.0 0.0
0.0 0.0 0.0
0.0 0.0 0.0
0.0 0.0 0.0
0.0 0.0 0.0
0.0 0.0 0.0
0.0 0.0 0.0
0.0 0.0 0.0
0.0 0.0 0.0
0.0 0.0 0.0
0.0 0.0 0.0
0.0 0.0 0.0
0.0 0.0 0.0
0.0 0.0 0.0
0.0 0.0 0.0
0.0 0.0 0.0
0.0 0.0 0.0

---

[2]
A molecular structure, C11H30B2InNO5P in a non-equilibrium geometry. Source: the Open Molecules 2025 dataset; level of theory: ωB97M-V with the def2-TZVPD basis set.

LUMO (eV): 2.734
E_HOMO (eV): -3.4
Total charge: -1

Positions of all 51 atoms, in Å:
C 4.602800 -2.241973 -1.388900
C 4.579150 -2.432894 -0.006054
C 3.270293 -2.342968 0.895737
In 1.510904 -1.696873 -0.361721
B 2.037606 0.306087 -1.304071
N 3.386166 0.936566 -1.055937
O 1.119295 1.054370 -2.130849
B -0.421372 -1.359466 0.833986
O -0.534341 -0.588629 2.030072
O -1.663536 -1.935904 0.340502
C -1.996018 -1.426795 -0.954529
C -3.254347 -0.430512 -0.844553
P 1.038956 -3.569501 -2.004775
C -0.192448 -4.719076 -1.088858
C 0.284144 -2.959313 -3.624917
H 5.436201 -1.598403 -1.799117
H 3.836834 -2.631279 -2.106384
H 5.586157 -2.641216 0.470834
H 3.060445 -3.416081 1.217388
H 3.436611 -1.755106 1.837397
H 3.993059 0.776873 -1.868473
H 3.829051 0.488838 -0.252315
H 1.705773 1.652339 -2.637395
H -1.481124 -0.381272 2.134819
H -2.353841 -2.281647 -1.606318
H -1.146614 -0.888823 -1.468142
H -3.467104 -0.271898 0.251964
H -4.159599 -0.855218 -1.371411
H -3.017519 0.582465 -1.279042
H 0.260195 -5.744477 -0.966383
H -1.202789 -4.756858 -1.578849
H -0.359237 -4.336755 -0.034780
H 0.108104 -3.877354 -4.268617
H 1.076748 -2.369457 -4.174877
H -0.639122 -2.327387 -3.524278
C -1.451179 2.777460 0.421957
O -2.222069 2.452283 1.572623
C -1.462695 2.527552 2.774274
C -1.749456 3.816319 3.531782
O -1.285968 4.957340 2.815559
C -2.333084 5.637645 2.144915
H -2.138938 2.934910 -0.411670
H -0.868130 3.690292 0.566550
H -0.783281 1.948358 0.171848
H -0.393988 2.426646 2.564564
H -1.763734 1.678767 3.396439
H -1.204716 3.793564 4.481106
H -2.817120 3.905907 3.759414
H -2.931141 6.204703 2.867259
H -2.978652 4.949973 1.593737
H -1.885327 6.337878 1.438490

Force components x, y, z for each atom (eV/Å):
0.5 0.0 1.5
-0.7 0.6 -1.0
1.0 -2.3 -0.9
-0.2 0.5 0.6
-0.3 1.1 -0.2
-0.9 -0.5 -0.6
2.1 -0.9 0.2
-0.7 -0.2 0.9
-0.5 -0.7 -1.4
1.0 1.5 0.0
-1.5 0.1 -0.8
0.5 0.0 0.2
0.4 -0.6 0.0
-0.3 0.2 0.6
-0.2 -0.3 -0.4
-0.2 -1.8 0.1
0.1 1.3 1.0
-1.0 1.3 -0.2
0.0 1.1 0.0
0.2 -0.4 -0.9
-0.1 0.3 0.4
0.0 -0.1 -0.5
-0.6 0.2 0.3
0.2 -0.2 0.2
0.8 0.7 0.7
-0.7 -0.7 0.6
0.0 -0.2 -1.2
0.9 0.5 0.7
-0.3 -1.0 0.3
-0.6 0.9 -0.5
0.9 -0.2 0.4
0.1 -0.3 -1.2
-0.1 1.1 0.7
-0.8 -0.5 0.8
0.7 -0.6 -0.3
-0.1 -0.2 -0.2
0.2 0.2 0.1
-0.4 0.0 0.0
0.5 -0.1 -0.1
-0.3 0.0 -0.1
0.2 0.1 0.1
0.0 -0.1 0.1
0.0 0.0 0.1
0.1 0.1 0.0
0.0 0.0 0.0
0.1 0.0 0.1
0.0 0.0 0.0
0.0 0.0 -0.1
-0.1 0.0 0.0
0.0 0.0 0.0
0.1 0.0 0.1

---

[3]
3 unconnected molecules or ions with the total composition C11H31BClO5P2S2 in a non-equilibrium geometry. Source: the Open Molecules 2025 dataset; level of theory: ωB97M-V with the def2-TZVPD basis set.

LUMO (eV): 2.215
Relative energy (zero: lowest compared OMol25 entry of this formula, charge and spin) (kcal/mol): 14.2
E_HOMO (eV): -3.7
Total charge: -1

Positions of all 53 atoms, in Å:
C 1.081327 3.684188 1.534214
C 0.121201 4.104170 0.390361
C -1.066400 3.147778 0.101089
Cl -1.861019 2.529105 1.646912
B -0.743390 1.966531 -1.007370
P 0.819337 0.888424 -0.691389
C 1.003394 0.304264 1.069986
C 0.465996 -1.157066 1.308170
C 2.401149 1.631183 -1.363408
C 3.394838 0.455309 -1.685862
P -2.315178 0.896177 -1.408133
O -3.433946 1.799959 -1.891422
O -1.840374 -0.177568 -2.631467
O -2.800465 -0.081819 -0.142463
H 1.900638 3.038870 1.191506
H 1.567937 4.608607 1.903207
H 0.587132 3.234800 2.402798
H -0.289328 5.093756 0.661567
H 0.720846 4.269401 -0.517920
H -1.847317 3.772356 -0.369035
H -0.542342 2.564320 -2.034914
H 2.092411 0.245380 1.278088
H 0.586787 0.964241 1.843240
H -0.131288 -1.487950 0.442411
H -0.118362 -1.180890 2.239066
H 1.297281 -1.864662 1.408967
H 2.155356 2.073182 -2.340156
H 2.893680 2.375681 -0.718654
H 2.837369 -0.476906 -1.862563
H 3.970061 0.643987 -2.606757
H 4.071711 0.243643 -0.842369
H -1.415430 -0.900759 -2.168986
H -2.048964 -0.410455 0.354356
C 1.253058 0.198989 4.879602
S 2.221434 -1.312954 5.030190
O 1.709255 -2.265757 4.006102
C 1.536656 -1.818168 6.620249
H 1.494234 0.663272 3.924162
H 0.188963 -0.037445 4.909889
H 1.513897 0.879486 5.691186
H 0.454371 -1.924634 6.540034
H 1.788392 -1.074411 7.377130
H 1.977752 -2.775684 6.891952
C -2.968997 -5.064501 -5.000322
S -2.448693 -3.764302 -6.136093
O -0.957895 -3.786168 -6.178615
C -2.942321 -2.392190 -5.079412
H -2.718451 -6.026157 -5.445331
H -2.446655 -4.955602 -4.049455
H -4.047152 -5.004163 -4.848902
H -2.427857 -2.452632 -4.121609
H -4.021884 -2.422108 -4.928837
H -2.672757 -1.462106 -5.574987

Force components x, y, z for each atom (eV/Å):
0.5 0.8 -0.2
-0.2 -0.2 1.0
-0.1 0.4 -1.2
0.3 0.3 -0.2
0.1 0.7 1.3
-0.1 -1.4 -0.8
0.9 -0.5 0.5
0.0 0.7 -0.3
0.5 -0.9 0.1
-0.2 0.1 0.2
-0.7 1.5 -1.0
1.1 -2.0 0.7
-1.2 0.8 1.2
-0.1 0.3 -1.4
-0.4 -0.1 0.1
-0.1 -0.4 -0.1
-0.1 0.0 -0.4
0.1 -0.3 0.0
-0.4 -0.3 0.1
0.1 -0.3 0.5
0.0 -0.2 -0.3
-0.4 0.3 -0.1
0.0 0.0 -0.4
0.0 0.1 0.4
0.1 -0.2 -0.3
-0.3 0.2 0.0
-0.3 0.2 0.5
-0.1 0.0 -0.3
0.0 0.4 0.0
0.1 0.1 0.4
-0.1 0.2 -0.3
0.5 -0.3 0.0
0.3 0.1 0.2
0.0 0.0 0.0
-0.1 0.0 -0.2
0.1 0.1 0.4
-0.1 0.0 0.1
0.0 -0.1 0.0
0.0 -0.1 0.0
0.0 0.0 0.0
0.0 0.0 -0.1
0.0 0.0 0.0
0.0 0.0 -0.1
0.0 -0.1 0.1
0.1 0.1 0.1
-0.3 -0.1 0.0
0.0 0.0 0.0
0.0 0.1 -0.1
0.0 0.1 0.0
0.0 0.0 0.0
0.0 0.0 0.0
0.0 0.0 0.0
0.0 0.0 0.0

---

[4]
A molecular structure, C11H31NaO5S4 in a non-equilibrium geometry. Source: the Open Molecules 2025 dataset; level of theory: ωB97M-V with the def2-TZVPD basis set.

LUMO (eV): -0.643
E_HOMO (eV): -8.1
Total charge: 0

Positions of all 52 atoms, in Å:
Na -4.750697 -5.164037 15.833316
C -4.970792 -8.602861 15.137919
C -4.837038 -7.301714 14.225184
C -6.156492 -7.107265 13.465403
O -4.293341 -6.154825 14.778598
H -5.081572 -9.518526 14.557058
H -5.888098 -8.536077 15.722884
H -4.092552 -8.653669 15.781504
H -4.223210 -7.593080 13.372888
H -6.099740 -6.352811 12.680750
H -6.941132 -6.643062 14.062868
H -6.625730 -8.016120 13.088724
C -6.117880 -7.197223 16.931833
S -7.342519 -6.163385 17.869244
O -8.689193 -6.285178 17.104870
C -6.493411 -4.563204 17.422577
H -6.018525 -6.816573 15.915302
H -6.478325 -8.216319 16.791734
H -5.223499 -7.078485 17.543438
H -6.555650 -4.291463 16.368830
H -5.462506 -4.696182 17.750682
H -6.873743 -3.789619 18.089660
C -7.625232 -4.749078 13.203569
S -6.961861 -4.318703 11.510016
O -5.444080 -4.177265 11.372444
C -7.578705 -5.812444 10.742811
H -8.410198 -5.486623 13.036336
H -8.081435 -3.853908 13.626246
H -6.807364 -5.096003 13.835111
H -7.281869 -5.922013 9.699744
H -8.657902 -5.961894 10.776023
H -7.130792 -6.630001 11.307673
C -4.732518 -10.088439 13.243079
S -3.535283 -10.722420 11.928268
O -2.255979 -11.302864 12.572786
C -4.213591 -12.269244 11.295392
H -5.226818 -11.039524 13.441040
H -5.451565 -9.463804 12.713084
H -4.214889 -9.615704 14.077754
H -3.782948 -13.093943 11.863310
H -3.946180 -12.477116 10.259348
H -5.291661 -12.205408 11.442969
C -8.429614 -7.284193 14.161002
S -9.937412 -8.300163 13.915707
O -9.942431 -9.373581 15.016246
C -11.122912 -6.955466 14.504749
H -7.614011 -7.833695 13.690927
H -8.124303 -7.260113 15.207098
H -8.582546 -6.285203 13.752710
H -10.956945 -6.234755 13.704035
H -10.679590 -6.764598 15.482059
H -12.173055 -7.193440 14.674077

Force components x, y, z for each atom (eV/Å):
-3.2 11.2 10.6
-1.6 2.4 1.5
1.1 -1.2 -1.8
2.4 1.8 0.4
2.8 -11.5 -10.5
-2.5 2.1 3.8
1.5 -1.0 -1.4
0.0 -0.2 0.2
0.8 -0.6 -0.1
1.1 -0.7 -0.2
2.5 -0.1 0.3
1.9 -0.1 -0.8
-1.9 1.8 1.6
-1.8 -0.3 -2.0
2.6 0.6 1.4
-0.4 -0.4 1.1
-0.2 0.3 0.7
-0.6 0.7 1.9
0.3 -0.6 -0.3
-0.6 0.1 0.1
0.1 0.0 0.2
-0.3 0.1 -0.4
0.7 2.3 -1.1
0.3 2.0 -0.5
-2.2 -1.1 0.7
0.6 -1.4 -0.1
0.9 1.9 -1.2
0.1 0.2 -0.2
-0.5 0.5 -0.2
0.2 0.4 0.1
-0.1 0.6 0.3
-0.1 -0.2 -0.5
1.9 -4.2 -5.2
2.7 -0.5 -0.2
-1.6 1.3 -0.1
-0.9 0.0 0.4
-0.2 0.2 1.1
0.5 0.2 0.2
2.7 -1.7 -3.3
-0.1 0.3 0.4
-0.1 0.6 0.0
-0.2 -0.4 -0.4
-3.6 -3.0 0.8
-1.1 -0.6 2.4
0.2 1.2 -1.6
1.2 -1.1 -0.1
-3.8 -0.5 0.5
-0.9 0.1 0.2
-0.5 -2.4 1.5
-0.3 0.6 0.5
0.0 0.7 -0.1
0.2 -0.5 -0.6